Entry 1:
ORCA calculation (wB97M-V/def2-TZVPD) on a 6-piece molecular cluster, C28H56N2O11 overall.

The geometry in XYZ format:
```
97
Properties=species:S:1:pos:R:3
O -1.601 -0.002 -1.189
C -0.533 -0.865 -1.500
C 0.167 -1.550 -0.435
C 1.289 -2.504 -0.742
C 1.639 -2.701 -2.135
C 0.919 -2.016 -3.266
N 1.334 -2.324 -4.556
C 0.631 -1.613 -5.474
C -0.454 -0.645 -5.149
N -0.899 -0.368 -3.897
C -0.171 -1.079 -2.950
H -1.206 0.870 -0.955
H -0.132 -1.378 0.624
H 1.821 -3.035 0.081
H 2.466 -3.421 -2.380
H 0.891 -1.765 -6.553
H -0.943 -0.104 -6.002
C 5.398 -4.601 4.499
O 4.035 -4.910 4.742
C 3.153 -3.906 4.251
C 2.508 -4.327 2.941
O 3.468 -4.403 1.890
C 3.852 -5.739 1.602
H 5.990 -5.495 4.701
H 5.568 -4.298 3.464
H 5.726 -3.805 5.176
H 3.674 -2.949 4.141
H 2.368 -3.777 5.003
H 1.777 -3.566 2.650
H 1.976 -5.277 3.054
H 3.045 -6.254 1.071
H 4.109 -6.293 2.508
H 4.730 -5.707 0.956
C -3.342 4.194 -9.220
O -3.357 4.735 -7.908
C -3.960 3.856 -6.963
C -2.912 3.138 -6.128
O -2.151 2.230 -6.919
C -0.872 2.750 -7.252
H -2.686 4.813 -9.834
H -2.967 3.168 -9.232
H -4.350 4.224 -9.646
H -4.620 3.140 -7.462
H -4.573 4.474 -6.300
H -3.421 2.544 -5.363
H -2.260 3.855 -5.618
H -0.222 2.729 -6.371
H -0.935 3.769 -7.640
H -0.435 2.113 -8.023
C -1.481 4.404 0.628
O -0.583 3.716 -0.232
C -0.948 3.828 -1.604
C -0.086 4.849 -2.329
O -0.341 6.168 -1.860
C 0.662 6.631 -0.969
H -1.029 4.455 1.620
H -1.676 5.421 0.281
H -2.423 3.851 0.702
H -2.011 4.070 -1.707
H -0.781 2.844 -2.055
H -0.345 4.833 -3.393
H 0.976 4.600 -2.237
H 1.574 6.870 -1.525
H 0.887 5.896 -0.192
H 0.297 7.540 -0.490
C 1.307 3.584 5.123
O 2.467 2.876 4.714
C 2.380 1.482 4.993
C 2.049 0.687 3.740
O 0.732 0.970 3.280
C 0.724 1.856 2.168
H 1.351 4.584 4.691
H 0.391 3.096 4.781
H 1.291 3.675 6.214
H 1.650 1.286 5.785
H 3.364 1.169 5.357
H 2.079 -0.380 3.984
H 2.787 0.873 2.953
H 1.060 1.328 1.270
H 1.355 2.731 2.340
H -0.300 2.194 2.011
C -4.208 -5.298 3.824
O -3.893 -4.260 4.739
C -2.716 -4.536 5.490
C -1.523 -3.759 4.954
O -1.149 -4.212 3.657
C -1.594 -3.343 2.629
H -4.978 -4.930 3.145
H -3.339 -5.598 3.233
H -4.604 -6.165 4.364
H -2.506 -5.610 5.508
H -2.911 -4.213 6.517
H -0.666 -3.934 5.613
H -1.728 -2.683 4.948
H -0.983 -2.434 2.624
H -2.648 -3.081 2.740
H -1.464 -3.855 1.674
```

## Properties
Energy   -2037.3418 Ha
Highest occupied orbital energy   -8.63 eV
Total charge   0
M   596.8 g/mol

Löwdin atomic charge list, values in e, 8 entries: -0.010 -0.213 0.001 -0.042 -0.015 -0.201 0.094 -0.097

***

Entry 2:
ORCA calculation (wB97M-V/def2-TZVPD) on a 6-piece molecular cluster, C28H57O22P overall.

The geometry in XYZ format:
```
108
Properties=species:S:1:pos:R:3
C -7.269 -6.493 1.822
C -7.883 -5.482 0.660
C -6.844 -4.252 0.293
C -6.682 -4.239 -1.339
O -6.317 -2.938 -1.921
C -5.121 -2.356 -1.293
O -4.075 -3.020 -0.795
O -5.027 -0.861 -1.250
C -5.745 -0.326 -0.081
C -6.239 1.221 -0.481
O -7.688 1.253 -0.799
C -8.435 1.945 0.272
P -4.643 -0.342 1.521
O -4.856 -1.665 2.394
O -2.976 -0.272 0.915
O -4.891 1.058 2.531
H -6.209 -6.893 1.509
H -7.204 -5.876 2.829
H -7.974 -7.441 1.925
H -8.086 -6.139 -0.291
H -8.932 -5.013 0.964
H -7.156 -3.219 0.748
H -5.785 -4.587 0.730
H -5.968 -5.122 -1.630
H -7.759 -4.506 -1.780
H -6.725 -0.950 0.162
H -5.928 2.009 0.333
H -5.687 1.550 -1.479
H -7.881 2.909 0.691
H -9.449 2.313 -0.224
H -8.601 1.151 1.129
H -3.070 0.359 0.119
H -5.555 0.879 3.271
C 4.239 1.025 0.196
C 2.970 1.841 0.375
O 1.842 1.158 -0.183
C 1.334 0.148 0.567
O 1.747 -0.211 1.657
O 0.307 -0.412 -0.119
C -0.252 -1.559 0.517
H 4.379 0.756 -0.856
H 5.112 1.587 0.539
H 4.191 0.088 0.759
H 3.069 2.788 -0.166
H 2.793 2.090 1.428
H -0.536 -1.343 1.551
H 0.460 -2.389 0.477
H -1.152 -1.848 -0.033
C -4.207 4.239 -6.471
C -5.223 3.370 -7.191
O -5.033 1.988 -6.866
C -5.510 1.596 -5.657
O -6.081 2.308 -4.848
O -5.214 0.283 -5.494
C -5.572 -0.231 -4.213
H -3.189 3.888 -6.670
H -4.293 5.281 -6.790
H -4.348 4.200 -5.386
H -5.079 3.465 -8.273
H -6.251 3.683 -6.975
H -6.622 -0.028 -3.980
H -4.916 0.194 -3.447
H -5.427 -1.315 -4.229
C 3.049 -0.385 5.705
C 3.273 0.434 4.445
O 3.456 1.818 4.763
C 4.682 2.157 5.237
O 5.621 1.395 5.402
O 4.673 3.482 5.522
C 5.876 3.948 6.129
H 2.225 0.032 6.294
H 2.817 -1.424 5.455
H 3.935 -0.375 6.347
H 2.384 0.368 3.808
H 4.117 0.053 3.859
H 6.754 3.676 5.535
H 5.958 3.549 7.145
H 5.826 5.039 6.188
C 9.341 -3.789 2.503
C 9.888 -3.915 3.915
O 10.031 -2.626 4.523
C 8.886 -2.061 4.984
O 7.772 -2.557 4.930
O 9.190 -0.840 5.487
C 8.053 -0.094 5.913
H 9.956 -3.103 1.912
H 9.320 -4.764 2.008
H 8.325 -3.383 2.505
H 10.887 -4.362 3.878
H 9.265 -4.571 4.534
H 7.437 -0.669 6.612
H 7.465 0.215 5.044
H 8.409 0.803 6.428
C 2.355 1.954 -3.763
C 3.786 1.462 -3.900
O 4.249 1.611 -5.247
C 4.613 2.866 -5.610
O 4.587 3.854 -4.894
O 4.984 2.838 -6.914
C 5.295 4.121 -7.452
H 1.707 1.462 -4.495
H 1.973 1.756 -2.758
H 2.286 3.030 -3.950
H 3.825 0.393 -3.666
H 4.458 1.970 -3.199
H 6.037 4.642 -6.839
H 4.381 4.717 -7.541
H 5.714 3.978 -8.452
```

## Properties
Energy   -3097.6235 Ha
Highest occupied orbital energy   -10.21 eV
Total charge   0
M   776.7 g/mol

Löwdin atomic charge list, values in e, 8 entries: -0.147 -0.258 -0.176 -0.179 -0.055 -0.258 0.046 -0.103